Below is a molecular structure, C18H24F6N7O5RuS3Se in a non-equilibrium geometry, with properties calculated with the ωB97M-V functional and the def2-TZVPD basis.

CARTESIAN COORDINATES (ANGSTROEM)
Ru 0.001 -0.850 0.022
C -3.387 2.070 1.271
C -2.266 1.077 1.230
N -2.013 0.396 0.165
N -2.825 0.608 -0.885
C -2.326 0.366 -2.056
N -3.161 0.516 -3.126
S -0.703 -0.110 -2.375
C -1.412 0.827 2.383
C -1.742 1.252 3.665
C -0.890 0.961 4.716
C 0.257 0.231 4.464
C 0.510 -0.175 3.162
N -0.294 0.130 2.150
H -3.459 2.550 0.298
H -3.231 2.828 2.035
H -4.335 1.561 1.456
H -4.000 1.046 -2.952
H -2.716 0.655 -4.017
H -2.660 1.797 3.833
H -1.126 1.293 5.719
H 0.948 -0.022 5.256
H 1.383 -0.762 2.922
F 1.480 1.612 -0.043
C 2.591 1.635 0.717
F 2.229 2.033 1.940
F 3.425 2.534 0.213
S 3.407 -0.056 0.824
O 2.312 -0.986 1.001
O 4.308 0.107 1.915
N 4.156 -0.223 -0.546
S 3.375 -0.844 -1.773
O 1.936 -0.858 -1.613
O 3.980 -2.010 -2.329
C 3.620 0.502 -3.032
F 3.066 1.625 -2.562
F 4.903 0.728 -3.293
F 3.006 0.171 -4.171
C -0.330 -3.476 3.621
C -0.972 -3.241 2.253
C -2.235 -2.370 2.394
O -0.034 -2.710 1.365
H -1.071 -3.871 4.320
H 0.060 -2.536 4.011
H 0.493 -4.185 3.535
H -1.297 -4.223 1.865
H -2.076 -1.579 3.130
H -3.091 -2.969 2.711
H -2.453 -1.916 1.426
C -3.534 -3.312 -2.135
N -2.425 -3.180 -3.065
C -2.534 -2.971 -4.417
C -1.276 -2.834 -4.897
N -0.423 -2.964 -3.831
C 1.021 -2.827 -3.894
C -1.126 -3.166 -2.706
Se -0.494 -3.186 -0.820
H -4.408 -3.682 -2.667
H -3.762 -2.345 -1.686
H -3.260 -4.000 -1.343
H -3.481 -2.940 -4.924
H -0.926 -2.670 -5.901
H 1.412 -3.405 -4.730
H 1.454 -3.182 -2.963
H 1.289 -1.778 -4.016

Results
2S+1   2
Molar mass   808.7 g/mol
DFT total energy   -156459.748 eV
Gap between HOMO and LUMO (spin up / spin down)   6.8 / 6.9 eV
E_HOMO (spin up / spin down)   -7.939 / -7.817 eV
LUMO level (spin up / spin down)   -1.1 / -0.9 eV
Energy above the lowest of the compared OMol25 structures with the same formula, charge and spin   281.8 kJ/mol

***

Below is a molecular structure, C18H24IMnN4O in a non-equilibrium geometry, with properties calculated with the ωB97M-V functional and the def2-TZVPD basis.

CARTESIAN COORDINATES (ANGSTROEM)
C 1.274 -0.565 -3.699
I -1.996 0.779 -2.604
H 0.574 -1.066 -4.437
H 2.206 -1.114 -3.531
H 1.101 0.556 -3.783
C -1.333 3.994 0.946
C -2.582 3.620 0.637
N -2.499 2.358 0.096
C -1.209 1.925 0.043
N -0.485 2.980 0.544
H -0.937 4.911 1.350
H -3.532 4.141 0.728
C 1.662 -3.463 0.482
C 0.996 -1.750 -0.815
N 1.751 -2.109 0.281
H 0.753 -5.031 -0.748
N 0.604 -2.957 -1.343
H 2.152 -3.880 1.398
Mn -0.551 0.300 -0.695
C 1.093 -0.511 -1.679
O 2.199 0.151 -1.711
C 1.004 -3.974 -0.502
C -0.271 -3.065 -2.483
H -1.342 -2.926 -2.212
H -0.182 -4.053 -2.979
H -0.001 -2.267 -3.200
C 2.313 -1.219 1.267
H 3.097 -1.779 1.830
H 1.545 -0.888 2.014
H 2.778 -0.323 0.810
C 0.958 3.036 0.748
H 1.330 4.074 0.727
H 1.469 2.493 -0.060
H 1.240 2.624 1.737
C -3.682 1.634 -0.379
H -3.397 0.575 -0.517
H -4.035 2.038 -1.344
H -4.502 1.707 0.334
C -2.297 -1.900 3.138
C -2.647 -2.379 1.856
C -2.162 -1.752 0.700
C -1.337 -0.674 0.871
C -0.930 -0.177 2.092
C -1.421 -0.795 3.247
H -2.701 -2.389 4.066
H -3.307 -3.248 1.785
H -2.456 -2.099 -0.263
H -0.281 0.670 2.172
H -1.144 -0.430 4.240

Results
2S+1   5
Molar mass   494.3 g/mol
DFT total energy   -66475.157 eV
Gap between HOMO and LUMO (spin up / spin down)   1.9 / 4.4 eV
E_HOMO (spin up / spin down)   2.611 / 0.162 eV
LUMO level (spin up / spin down)   4.6 / 4.6 eV
Total charge   -2

***

Below is a molecular structure, C18H24LuN7OSSe in a non-equilibrium geometry, with properties calculated with the ωB97M-V functional and the def2-TZVPD basis.

CARTESIAN COORDINATES (ANGSTROEM)
Lu -1.647 -0.055 -0.298
N 0.510 0.475 0.265
C 1.680 0.774 0.288
N 2.818 1.234 0.408
C 3.838 0.390 0.466
N 4.788 -0.243 0.259
C -0.058 4.522 2.456
C -0.732 4.033 1.214
C -1.977 3.429 1.404
C -2.571 2.752 0.330
C -4.020 2.227 0.502
C -1.928 2.656 -0.899
Se -2.690 1.467 -2.227
C -0.722 3.356 -1.107
C -0.084 3.355 -2.446
C -0.149 4.078 -0.063
H 0.204 5.569 2.414
H 0.844 3.864 2.682
H -0.800 4.421 3.256
H -2.396 3.394 2.414
H -4.200 1.165 0.323
H -4.787 2.717 -0.125
H -4.295 2.528 1.560
H 1.005 3.340 -2.380
H -0.506 4.191 -3.068
H -0.148 2.340 -2.842
H 0.715 4.740 -0.294
C 2.446 -3.717 1.589
C 1.631 -2.534 2.063
N 0.421 -2.407 1.360
C 0.336 -2.658 0.004
N -0.695 -2.174 -0.748
C -0.779 -2.347 -2.164
C 0.147 -3.431 -2.665
C 1.462 -3.117 -1.998
N 1.353 -3.347 -0.537
C 2.641 -3.718 0.104
H 1.919 -4.642 1.972
H 3.369 -3.596 2.095
H 2.204 -1.625 1.780
H 1.383 -2.534 3.110
H -0.252 -1.692 1.561
H -0.632 -1.404 -2.715
H -1.870 -2.662 -2.289
H 0.349 -3.231 -3.691
H -0.247 -4.462 -2.475
H 1.778 -2.067 -2.294
H 2.243 -3.776 -2.306
H 3.412 -3.012 -0.212
H 2.844 -4.733 -0.285
O -3.535 -1.526 0.500
S -2.824 -1.672 1.817
N -1.799 -0.634 1.936

Results
Molar mass   640.4 g/mol
DFT total energy   -141337.240 eV
Gap between HOMO and LUMO   7.5 eV
E_HOMO   -8.139 eV
LUMO level   -0.6 eV
Energy above the lowest of the compared OMol25 structures with the same formula, charge and spin   115.1 kJ/mol

***

Below is C18H24N2O4S in the gas phase, with properties calculated with the ωB97M-V functional and the def2-TZVPD basis.

CARTESIAN COORDINATES (ANGSTROEM)
N -0.883 2.520 -3.622
C -2.059 1.959 -3.947
O -2.798 2.373 -4.808
C -2.384 0.693 -3.130
O -2.605 0.972 -1.750
C -1.551 1.046 -0.946
O -0.404 0.921 -1.330
C -1.935 1.226 0.472
C -3.078 0.593 0.955
C -3.387 0.640 2.300
C -2.559 1.329 3.174
C -1.441 1.990 2.703
C -1.118 1.942 1.354
S 0.269 2.851 0.725
C 1.535 2.433 1.962
C 1.565 0.949 2.323
O 1.786 0.605 3.466
N 1.354 0.107 1.303
C 1.383 -1.334 1.478
C 0.118 -1.972 0.872
C 0.291 -2.815 -0.390
C 0.968 -2.095 -1.557
C 2.487 -2.230 -1.538
C 3.163 -1.468 -0.404
C 2.730 -1.898 0.998
H -0.603 3.366 -4.091
H -0.293 2.134 -2.899
H -3.318 0.268 -3.500
H -1.562 -0.025 -3.235
H -3.703 0.048 0.265
H -4.267 0.137 2.669
H -2.791 1.364 4.227
H -0.819 2.545 3.387
H 1.404 3.025 2.868
H 2.483 2.712 1.499
H 1.128 0.467 0.384
H 1.350 -1.477 2.565
H -0.592 -1.169 0.661
H -0.345 -2.607 1.630
H 0.849 -3.724 -0.156
H -0.710 -3.129 -0.697
H 0.691 -1.040 -1.553
H 0.604 -2.528 -2.492
H 2.886 -1.859 -2.486
H 2.748 -3.289 -1.466
H 2.987 -0.398 -0.529
H 4.241 -1.626 -0.487
H 2.704 -2.986 1.064
H 3.483 -1.545 1.707

Results
Molar mass   364.5 g/mol
DFT total energy   -41062.711 eV
Gap between HOMO and LUMO   8.9 eV
E_HOMO   -8.791 eV
LUMO level   0.1 eV
SMILES   NC(=O)COC(=O)c1ccccc1SCC(=O)NC1CCCCCC1
Energy above the lowest of the compared OMol25 structures with the same formula, charge and spin   7.7 kJ/mol

***

Below is C18H24N2O5S in the gas phase in a non-equilibrium geometry, with properties calculated with the ωB97M-V functional and the def2-TZVPD basis.

CARTESIAN COORDINATES (ANGSTROEM)
C 1.885 3.719 1.951
C 1.110 3.160 0.609
O 1.148 1.610 0.527
C 2.227 1.032 0.313
O 3.257 1.595 -0.237
C 1.935 -0.573 0.637
C 2.643 -1.589 0.049
C 3.753 -1.422 -1.132
N 2.137 -2.637 0.504
C 1.160 -2.427 1.721
C 0.553 -3.500 2.315
C 1.082 -1.170 1.695
S 0.010 -0.243 2.513
O -0.724 -1.129 3.641
O 0.649 0.790 3.291
N -1.176 0.561 1.782
C -1.957 -0.503 1.048
C -2.919 -0.075 -0.078
C -4.133 0.286 0.025
C -4.785 0.630 -1.144
C -4.059 1.186 -2.101
C -2.800 0.921 -2.230
C -2.025 0.503 -1.147
O -0.803 -0.111 -1.124
C -0.010 0.329 -2.391
C 0.012 -0.798 -3.507
H 2.934 3.441 1.762
H 1.383 3.044 2.853
H 1.928 4.723 2.155
H 1.627 3.391 -0.209
H 0.188 3.516 0.555
H 3.317 -2.019 -1.875
H 4.416 -2.002 -0.858
H 3.913 -0.366 -1.361
H 2.582 -3.541 0.324
H -0.062 -3.036 3.201
H -0.044 -3.955 1.528
H 1.406 -3.927 2.943
H -0.792 1.197 0.967
H -1.377 -1.538 0.639
H -2.694 -0.771 1.877
H -4.809 -0.091 1.000
H -5.831 0.879 -1.129
H -4.562 1.494 -3.231
H -2.281 1.193 -3.222
H -0.223 1.212 -2.786
H 1.136 0.258 -2.039
H 0.080 -1.824 -2.730
H -0.997 -0.814 -3.674
H 0.591 -0.608 -4.220

Results
Molar mass   380.5 g/mol
DFT total energy   -43094.777 eV
Gap between HOMO and LUMO   9.0 eV
E_HOMO   -8.526 eV
LUMO level   0.4 eV
SMILES   CCOC(=O)c1c(C)[nH]c(C)c1S(=O)(=O)NCc1ccccc1OCC
Energy above the lowest of the compared OMol25 structures with the same formula, charge and spin   1431.8 kJ/mol

***

Below is C18H24N2O5S in the gas phase, with properties calculated with the ωB97M-V functional and the def2-TZVPD basis.

CARTESIAN COORDINATES (ANGSTROEM)
C 4.383 -0.252 -0.650
C 3.305 0.771 -0.348
S 2.773 0.631 1.398
C 2.178 2.324 1.713
C 1.021 2.734 0.822
O -0.023 1.789 0.974
C -1.187 2.074 0.356
O -1.349 3.114 -0.248
C -2.136 0.976 0.503
C -3.408 1.001 0.038
C -4.075 2.160 -0.624
N -4.200 -0.110 0.169
C -3.873 -1.243 0.911
O -4.676 -2.137 1.059
N -2.650 -1.209 1.468
C -1.582 -0.281 1.133
C -0.557 -0.957 0.238
C -0.533 -0.739 -1.130
C 0.429 -1.346 -1.929
O 0.546 -1.171 -3.279
C -0.387 -0.341 -3.927
C 1.361 -2.192 -1.334
C 1.333 -2.428 0.026
C 0.373 -1.820 0.827
O 0.253 -2.012 2.174
C 1.316 -2.639 2.852
H 4.693 -0.166 -1.689
H 4.003 -1.256 -0.481
H 5.247 -0.094 -0.009
H 2.430 0.606 -0.976
H 3.681 1.785 -0.487
H 1.867 2.313 2.756
H 3.012 3.014 1.586
H 1.321 2.771 -0.232
H 0.661 3.733 1.102
H -3.379 2.983 -0.742
H -4.923 2.488 -0.023
H -4.449 1.862 -1.603
H -5.151 -0.078 -0.171
H -2.363 -2.034 1.974
H -1.070 -0.028 2.071
H -1.266 -0.073 -1.557
H -0.107 -0.350 -4.979
H -1.407 -0.724 -3.821
H -0.346 0.687 -3.551
H 2.105 -2.659 -1.960
H 2.068 -3.089 0.455
H 2.262 -2.124 2.661
H 1.404 -3.695 2.574
H 1.071 -2.568 3.910

Results
Molar mass   380.5 g/mol
DFT total energy   -43109.225 eV
Gap between HOMO and LUMO   8.5 eV
E_HOMO   -7.894 eV
LUMO level   0.6 eV
SMILES   CCSCCOC(=O)C1=C(C)NC(=O)N[C@H]1c1cc(OC)ccc1OC
Energy above the lowest of the compared OMol25 structures with the same formula, charge and spin   37.8 kJ/mol

***

Below is a molecular structure, C18H24N3O2S in a non-equilibrium geometry, with properties calculated with the ωB97M-V functional and the def2-TZVPD basis.

CARTESIAN COORDINATES (ANGSTROEM)
C -0.255 0.348 2.618
C -0.244 1.266 1.240
N -1.563 1.008 0.467
C -1.710 0.794 -0.740
S -2.998 0.477 -1.368
N -0.538 0.870 -1.574
H 0.293 1.099 -0.908
C -0.804 1.958 -2.730
C -0.853 3.228 -1.941
C -2.075 3.916 -1.459
N -2.327 4.835 -0.800
C -1.052 5.448 -0.520
C 0.394 5.217 -0.816
C 0.183 3.940 -1.523
H 1.320 3.551 -1.920
H 1.075 5.638 -0.370
H -1.088 6.609 0.251
H -3.035 3.403 -1.613
H -1.896 1.844 -3.249
H -0.138 1.969 -3.271
C -0.278 -0.488 -2.405
C -0.074 -1.570 -1.161
C -0.952 -2.473 -0.864
C -0.566 -3.346 0.298
C 0.755 -3.282 0.510
C 1.633 -2.113 0.316
C 1.429 -1.246 -0.605
H 1.885 -0.647 -1.110
O 2.895 -1.941 1.000
C 3.563 -2.744 1.786
H 4.504 -2.414 1.746
H 3.754 -3.819 1.180
H 3.041 -2.865 2.684
O 1.273 -3.948 1.854
C 0.390 -5.063 2.235
H -0.040 -5.794 1.297
H 0.948 -5.576 2.819
H -0.778 -4.698 2.816
H -1.193 -4.082 0.457
H -1.916 -2.681 -1.263
H 0.418 -0.171 -2.921
H -1.385 -0.866 -2.644
H -2.209 0.762 1.253
H 0.769 0.843 0.770
H -0.090 2.062 1.471
H 0.741 0.618 3.065
H -0.979 0.703 3.270
H -0.226 -0.578 2.374

Results
Molar mass   346.5 g/mol
DFT total energy   -38428.194 eV
Gap between HOMO and LUMO   9.2 eV
E_HOMO   -11.936 eV
LUMO level   -2.8 eV
Total charge   +1
Energy above the lowest of the compared OMol25 structures with the same formula, charge and spin   1996.2 kJ/mol

***

Below is C18H24N4O in the gas phase in a non-equilibrium geometry, with properties calculated with the ωB97M-V functional and the def2-TZVPD basis.

CARTESIAN COORDINATES (ANGSTROEM)
C -4.695 -1.248 1.454
C -3.614 -0.667 0.553
C -3.183 -1.664 -0.520
C -2.187 -1.052 -1.510
N -0.961 -0.618 -0.872
C 0.027 -1.515 -0.492
C -0.087 -2.871 -0.777
C 0.897 -3.778 -0.412
C 2.018 -3.335 0.249
C 2.154 -1.983 0.540
C 1.179 -1.057 0.188
N 1.317 0.306 0.481
C 2.432 0.825 1.245
C 3.543 1.448 0.384
C 4.451 0.445 -0.340
O 3.852 -0.169 -1.451
C 0.364 1.199 0.036
C 0.429 2.568 0.203
C -0.637 3.358 -0.273
C -0.608 4.844 -0.112
N -1.681 2.836 -0.865
N -1.755 1.535 -1.041
C -0.801 0.728 -0.633
H -4.983 -0.529 2.217
H -4.339 -2.149 1.949
H -5.579 -1.503 0.874
H -3.979 0.242 0.072
H -2.749 -0.391 1.160
H -4.059 -1.991 -1.083
H -2.746 -2.542 -0.037
H -1.950 -1.758 -2.310
H -2.627 -0.156 -1.951
H -0.953 -3.242 -1.296
H 0.773 -4.823 -0.650
H 2.797 -4.020 0.545
H 3.046 -1.679 1.062
H 2.841 0.038 1.878
H 2.038 1.592 1.920
H 3.097 2.097 -0.371
H 4.171 2.059 1.035
H 4.826 -0.305 0.372
H 5.312 0.984 -0.743
H 3.152 -0.763 -1.150
H 1.256 3.063 0.684
H -1.516 5.268 -0.530
H -0.539 5.109 0.942
H 0.255 5.263 -0.626

Results
Molar mass   312.4 g/mol
DFT total energy   -27063.128 eV
Gap between HOMO and LUMO   7.8 eV
E_HOMO   -7.066 eV
LUMO level   0.7 eV
SMILES   CCCCN1c2ccccc2N(CCCO)c2cc(C)nnc21
Energy above the lowest of the compared OMol25 structures with the same formula, charge and spin   161.8 kJ/mol